No. 1
DFT (wB97M-V/def2-TZVPD) results for a cluster of 7 separate species, C3H17NO9 in total at a distorted geometry.

Properties
Relative energy (zero: lowest compared OMol25 entry of this formula, charge and spin) in kJ/mol: 0.0
Kohn-Sham gap in Ha: 0.3776
E_HOMO in Eh: -0.369
LUMO level in eV: 0.230

Last column: Mulliken charge in e.
Atoms and positions in Å:
O: -0.880 -1.559 0.921  -0.422
C: -0.181 -2.217 0.175  0.003
C: 1.233 -1.779 -0.218  -0.443
N: 1.125 -0.656 -1.078  0.084
C: 2.093 0.406 -1.190  0.520
O: 2.322 1.229 -2.066  -0.585
O: 2.788 0.461 -0.061  -0.501
H: -0.619 -3.246 -0.125  0.350
H: 1.817 -1.614 0.737  0.241
H: 1.789 -2.659 -0.656  0.338
H: 0.515 -0.693 -1.840  0.237
H: 2.355 0.197 0.703  0.329
O: 0.934 -0.079 2.074  -0.701
H: 0.092 0.020 1.736  0.395
H: 0.849 -0.622 2.923  0.323
O: 1.268 2.596 2.249  -0.714
H: 1.734 3.148 1.655  0.310
H: 1.258 1.728 1.916  0.348
O: -3.505 -0.102 0.394  -0.624
H: -3.273 -0.467 -0.457  0.353
H: -2.677 -0.010 0.691  0.228
O: -1.481 -1.551 -2.279  -0.646
H: -1.746 -1.736 -3.203  0.305
H: -1.451 -0.498 -2.447  0.383
O: -1.165 1.089 -1.748  -0.748
H: -0.358 1.425 -1.466  0.297
H: -1.689 1.060 -0.933  0.366
O: -1.070 1.732 1.040  -0.506
H: -1.803 2.217 1.241  0.251
H: -0.276 2.179 1.313  0.228

Force components x, y, z for each atom (eV/Å):
O 0.3507 -0.2560 -0.8723
C -1.2768 -1.1306 1.0613
C 0.8876 -2.0872 0.5843
N 2.5390 3.0447 -0.3856
C -0.7427 -0.5349 0.3406
O -1.3367 -2.0031 0.7738
O 2.8763 1.7365 -1.6407
H 1.0390 1.2915 -0.0242
H -1.0056 0.1986 -1.1885
H -0.6846 0.7407 -0.1164
H -1.0738 -0.5513 -1.1949
H -1.7050 -1.2108 2.3512
O 3.3997 -1.0643 3.3410
H -3.3275 -0.0765 -1.2116
H 0.1009 1.3144 -1.8530
O -1.0685 1.4816 1.4895
H 0.9462 0.8169 -1.0064
H 0.6648 -2.0911 -0.2959
O -4.2750 -0.2089 -2.0099
H -0.6464 -0.5736 -0.7960
H 4.9904 0.6223 2.8191
O -0.3148 3.2876 -2.0530
H 0.1177 -0.8008 0.6577
H 0.1883 -2.5479 1.4565
O -2.6854 -0.7958 -0.8813
H 2.3874 1.0202 0.6324
H 0.1394 0.1564 -0.0952
O 2.1105 -3.0479 -1.5150
H -2.9121 2.2650 1.0385
H 0.3173 1.0042 0.5941



No. 2
DFT (wB97M-V/def2-TZVPD) results for a cluster of 2 separate species, C4H12N4 in total at a distorted geometry.

Properties
Relative energy (zero: lowest compared OMol25 entry of this formula, charge and spin) in kJ/mol: 470.5
Kohn-Sham gap in Ha: 0.3449
E_HOMO in Eh: -0.315
LUMO level in eV: 0.804

Last column: Mulliken charge in e.
Atoms and positions in Å:
C: 0.440 -1.471 1.198  -0.600
N: -0.010 -1.127 -0.101  -0.260
N: -1.337 -0.657 -0.113  -0.031
C: -1.779 -0.499 -1.488  -0.800
N: -1.504 0.524 0.669  -0.515
H: -0.312 -2.019 1.760  0.324
H: 1.364 -2.047 1.138  0.301
H: 0.796 -0.459 1.688  0.168
H: 0.665 -0.259 -0.406  0.042
H: -1.641 -1.450 -2.001  0.296
H: -1.217 0.289 -2.018  0.323
H: -2.837 -0.235 -1.491  0.285
H: -2.467 0.580 0.977  0.252
H: -1.287 1.364 0.126  0.202
C: 1.864 1.195 1.010  -1.188
C: 1.714 1.115 -0.317  0.792
N: 1.856 1.516 -1.477  -0.580
H: 2.851 1.297 1.425  0.313
H: 1.051 1.515 1.642  0.397
H: 1.789 0.827 -2.222  0.279

Force components x, y, z for each atom (eV/Å):
C 1.2908 1.8689 1.3921
N 1.0405 1.9548 -1.9497
N -0.3047 -0.1053 0.2123
C 0.0375 -0.0361 0.1333
N 0.2234 0.0553 -0.0921
H -0.0384 0.2175 0.0643
H -0.1008 -0.2496 -0.1796
H -0.9737 -2.2154 0.0654
H -1.8831 -2.6302 0.5046
H -0.0015 0.0980 -0.0199
H 0.0015 -0.0358 0.0233
H 0.0695 0.0002 -0.0123
H 0.0605 -0.0528 -0.0321
H -0.0882 -0.0608 -0.0862
C -0.4092 0.8197 -1.1917
C 1.4957 2.0013 1.2014
N -0.3181 -0.6946 0.1283
H 0.2975 -0.4146 -0.0789
H -0.2592 -0.3602 -0.0501
H -0.1398 -0.1603 -0.0324



No. 3
DFT (wB97M-V/def2-TZVPD) results for a structure of composition C29H37N5S4SeTa.

Properties
Total charge: +1
Relative energy (zero: lowest compared OMol25 entry of this formula, charge and spin) in kJ/mol: 0.0
Kohn-Sham gap in Ha: 0.2668
E_HOMO in Eh: -0.380
LUMO level in eV: -3.079

Last column: Mulliken charge in e.
Atoms and positions in Å:
Ta: 0.553 0.464 -1.039  -0.882
S: 1.762 2.394 -1.940  -0.323
C: 0.912 2.927 -3.399  1.086
C: 1.613 3.667 -4.348  -0.795
C: 0.977 4.118 -5.493  -0.556
C: -0.366 3.840 -5.718  -0.794
C: -1.075 3.106 -4.782  -0.435
C: -0.435 2.662 -3.632  -0.235
S: -1.351 1.739 -2.431  -0.091
C: -1.876 3.112 -1.352  -0.716
C: -1.679 2.852 0.109  0.505
C: -2.683 3.122 1.024  -1.021
C: -2.397 3.008 2.372  -0.829
C: -1.106 2.694 2.758  -0.484
C: -0.158 2.443 1.778  0.258
C: 1.276 2.225 2.139  -0.545
S: 2.051 0.809 1.301  -0.036
C: -0.113 -0.776 1.857  1.168
C: 0.136 -1.491 4.677  -0.248
C: -1.381 -1.415 4.639  -1.047
C: -2.358 -1.275 3.723  -0.416
C: -2.497 -1.048 2.279  -0.963
C: -1.535 -0.757 1.392  0.829
S: -1.795 -0.342 -0.284  -0.283
N: -0.457 2.456 0.474  0.200
H: 2.662 3.877 -4.188  0.488
H: 1.538 4.685 -6.222  0.415
H: -0.854 4.185 -6.618  0.432
H: -2.116 2.864 -4.944  0.517
H: -2.913 3.347 -1.583  0.544
H: -1.250 3.960 -1.636  0.445
H: -3.665 3.414 0.681  0.434
H: -3.163 3.191 3.113  0.472
H: -0.832 2.660 3.803  0.402
H: 1.402 2.133 3.215  0.500
H: 1.861 3.084 1.801  0.550
H: 0.338 -2.144 5.531  0.764
H: -1.766 -1.494 5.650  0.451
H: -3.337 -1.307 4.190  0.379
H: -3.521 -1.037 1.930  0.528
C: 0.320 -4.593 2.105  -1.366
N: 0.251 -3.238 1.561  0.630
C: -0.006 -3.225 0.126  -0.735
C: 0.334 -2.169 2.317  -0.449
N: 0.748 -0.162 0.868  0.486
N: 0.772 -2.248 3.576  0.502
C: 0.818 -0.159 5.015  -0.855
C: 1.897 -3.088 3.983  -1.227
H: -0.386 -5.199 1.541  0.445
H: 0.024 -4.589 3.149  0.431
H: 1.321 -5.008 1.988  0.393
H: 0.588 -4.017 -0.325  0.527
H: 0.297 -2.286 -0.309  -0.157
H: -1.068 -3.389 -0.061  0.471
H: -0.069 -0.163 2.756  -0.816
H: 1.886 -0.209 4.804  0.299
H: 0.693 0.063 6.074  0.547
H: 0.383 0.671 4.462  -0.260
H: 2.454 -3.409 3.109  0.395
H: 1.575 -3.942 4.580  0.347
H: 2.562 -2.469 4.586  0.396
C: 1.647 -0.401 -4.594  -1.614
C: 0.193 -0.624 -4.188  2.001
C: -0.410 -1.747 -5.033  -1.805
C: 0.022 -0.974 -2.698  -1.386
H: 1.718 -0.112 -5.642  0.456
H: 2.218 -1.323 -4.462  0.349
H: 2.136 0.376 -4.005  0.163
H: -0.372 0.281 -4.431  -0.289
H: 0.121 -2.684 -4.854  0.363
H: -0.333 -1.521 -6.097  0.453
H: -1.463 -1.904 -4.795  0.412
H: 0.639 -1.861 -2.524  0.680
H: -1.011 -1.276 -2.526  0.773
Se: 2.972 -0.708 -1.494  -0.056
C: 3.042 -1.939 -0.126  0.342
N: 3.089 -2.708 0.735  -0.518

Force components x, y, z for each atom (eV/Å):
Ta -0.3941 0.3813 0.4915
S 0.0460 -0.0897 -0.1524
C 0.0576 -0.0141 0.0689
C -0.0025 -0.0031 -0.0197
C -0.0127 -0.0014 0.0055
C 0.0002 -0.0159 0.0318
C 0.0415 0.0126 -0.0185
C -0.0008 0.0274 -0.0207
S 0.2359 -0.1872 -0.0010
C -0.0446 0.0148 -0.0419
C 0.0616 0.0553 -0.0175
C 0.0542 0.0227 -0.0187
C -0.0208 0.0130 0.0091
C -0.0017 0.0368 -0.0072
C 0.0681 0.0553 -0.0935
C 0.0101 0.0001 0.0114
S -0.1309 -0.1228 -0.3428
C 0.1033 0.0815 0.0257
C 0.0059 -0.1420 0.1035
C 0.0171 0.0724 -0.0555
C -0.0026 -0.0077 -0.0446
C -0.0060 -0.0144 0.0798
C 0.0058 0.0337 -0.0656
S 0.0858 -0.1586 0.0408
N -0.1305 -0.3297 0.0289
H 0.0188 0.0008 0.0111
H 0.0169 0.0111 -0.0185
H -0.0143 0.0097 -0.0240
H -0.0451 -0.0101 -0.0029
H 0.0098 -0.0337 0.0208
H -0.0414 -0.0115 0.0209
H -0.0231 0.0043 -0.0151
H -0.0150 0.0012 0.0188
H 0.0216 -0.0020 0.0149
H -0.0041 -0.0062 0.0119
H -0.0075 0.0044 0.0257
H -0.0067 0.0172 -0.0509
H 0.0121 0.0231 0.0377
H -0.0228 0.0058 -0.0048
H -0.0317 -0.0049 -0.0130
C 0.0166 0.0687 0.0238
N 0.0346 0.0697 0.1176
C 0.0439 0.0782 -0.0390
C -0.0848 -0.0968 -0.1314
N 0.0726 -0.1950 -0.0399
N 0.0000 0.1252 -0.0181
C -0.0244 0.0083 -0.0284
C -0.0018 -0.0277 -0.0026
H 0.0089 -0.0153 0.0125
H -0.0028 -0.0290 0.0120
H -0.0085 -0.0200 0.0097
H -0.0053 0.0195 -0.0241
H 0.0011 0.0558 -0.0376
H 0.0136 -0.0094 -0.0110
H -0.0310 -0.0133 0.0302
H 0.0358 -0.0035 0.0095
H -0.0274 0.0063 0.0278
H 0.0027 0.0126 -0.0344
H 0.0166 -0.0126 -0.0549
H 0.0410 -0.0214 -0.0005
H 0.0089 -0.0128 0.0228
C -0.0034 -0.0233 -0.0215
C 0.0566 -0.0176 -0.0362
C 0.0118 -0.0250 -0.0257
C 0.0831 0.3319 0.1934
H -0.0346 0.0039 -0.0489
H 0.0209 0.0054 0.0019
H -0.0257 0.0528 -0.0237
H 0.0123 0.0185 0.0525
H 0.0072 -0.0187 0.0178
H 0.0043 0.0162 -0.0347
H -0.0240 0.0038 0.0139
H -0.0785 -0.0663 0.1132
H -0.0512 0.0143 -0.1344
Se 0.1159 -0.0505 0.0302
C -0.0729 0.0954 -0.0819
N -0.0454 -0.0576 0.1108



Copy entry 2 word for word.
DFT (wB97M-V/def2-TZVPD) results for a cluster of 2 separate species, C4H12N4 in total at a distorted geometry.

Properties
Relative energy (zero: lowest compared OMol25 entry of this formula, charge and spin) in kJ/mol: 470.5
Kohn-Sham gap in Ha: 0.3449
E_HOMO in Eh: -0.315
LUMO level in eV: 0.804

Last column: Mulliken charge in e.
Atoms and positions in Å:
C: 0.440 -1.471 1.198  -0.600
N: -0.010 -1.127 -0.101  -0.260
N: -1.337 -0.657 -0.113  -0.031
C: -1.779 -0.499 -1.488  -0.800
N: -1.504 0.524 0.669  -0.515
H: -0.312 -2.019 1.760  0.324
H: 1.364 -2.047 1.138  0.301
H: 0.796 -0.459 1.688  0.168
H: 0.665 -0.259 -0.406  0.042
H: -1.641 -1.450 -2.001  0.296
H: -1.217 0.289 -2.018  0.323
H: -2.837 -0.235 -1.491  0.285
H: -2.467 0.580 0.977  0.252
H: -1.287 1.364 0.126  0.202
C: 1.864 1.195 1.010  -1.188
C: 1.714 1.115 -0.317  0.792
N: 1.856 1.516 -1.477  -0.580
H: 2.851 1.297 1.425  0.313
H: 1.051 1.515 1.642  0.397
H: 1.789 0.827 -2.222  0.279

Force components x, y, z for each atom (eV/Å):
C 1.2908 1.8689 1.3921
N 1.0405 1.9548 -1.9497
N -0.3047 -0.1053 0.2123
C 0.0375 -0.0361 0.1333
N 0.2234 0.0553 -0.0921
H -0.0384 0.2175 0.0643
H -0.1008 -0.2496 -0.1796
H -0.9737 -2.2154 0.0654
H -1.8831 -2.6302 0.5046
H -0.0015 0.0980 -0.0199
H 0.0015 -0.0358 0.0233
H 0.0695 0.0002 -0.0123
H 0.0605 -0.0528 -0.0321
H -0.0882 -0.0608 -0.0862
C -0.4092 0.8197 -1.1917
C 1.4957 2.0013 1.2014
N -0.3181 -0.6946 0.1283
H 0.2975 -0.4146 -0.0789
H -0.2592 -0.3602 -0.0501
H -0.1398 -0.1603 -0.0324